DFT (ωB97M-V with the def2-TZVPD basis set) results for a cluster of 6 separate species, C50H53BrN2O3S in total in a non-equilibrium geometry.

Geometry (Å):
C  6.223  1.905  3.450
C  6.785  0.828  2.344
S  6.285  1.486  0.679
C  5.511  0.171  -0.378
C  3.935  0.453  -0.767
C  3.765  -0.245  -2.231
N  3.679  -0.415  -3.428
C  3.713  2.038  -0.792
C  2.418  2.564  -1.581
O  2.147  2.384  -2.791
Br  1.101  3.691  -0.546
C  3.008  -0.395  0.230
C  3.514  -0.223  1.773
N  3.809  -0.163  2.952
C  1.448  -0.021  0.262
C  0.608  -0.317  -1.068
C  -0.963  -0.164  -0.651
C  -1.764  -1.447  -0.177
C  -3.294  -1.388  0.227
C  -4.072  -0.015  0.214
C  -3.283  1.252  -0.254
C  -1.763  1.173  -0.699
C  3.179  -2.004  -0.051
O  2.838  -2.647  1.237
C  3.845  -3.589  1.614
C  3.335  -5.066  2.045
O  5.086  -3.366  1.683
H  5.797  1.338  4.348
H  6.990  2.712  3.712
H  5.324  2.436  2.938
H  6.433  -0.241  2.547
H  7.941  0.860  2.473
H  5.667  -0.827  0.161
H  6.066  0.191  -1.398
H  4.614  2.491  -1.374
H  3.641  2.470  0.282
H  0.971  -0.663  1.108
H  1.363  1.070  0.638
H  0.761  0.415  -1.934
H  0.696  -1.374  -1.495
H  -1.272  -2.485  -0.127
H  -3.879  -2.326  0.537
H  -5.169  0.108  0.509
H  -3.813  2.278  -0.284
H  -1.292  2.149  -1.056
H  4.222  -2.286  -0.427
H  2.422  -2.411  -0.805
H  3.766  -5.241  3.110
H  2.192  -5.029  2.181
H  3.700  -5.894  1.346
C  1.450  -1.461  -6.127
C  2.617  -0.721  -6.297
C  3.017  -0.335  -7.574
C  2.244  -0.680  -8.679
C  1.075  -1.416  -8.509
C  0.680  -1.810  -7.233
H  1.140  -1.764  -5.132
H  3.216  -0.447  -5.434
H  3.930  0.235  -7.707
H  2.553  -0.375  -9.674
H  0.471  -1.684  -9.370
H  -0.229  -2.389  -7.101
C  -8.988  -0.489  2.678
C  -7.963  -1.019  1.900
C  -7.073  -1.937  2.451
C  -7.215  -2.333  3.778
C  -8.242  -1.805  4.555
C  -9.126  -0.881  4.007
H  -9.680  0.229  2.249
H  -7.857  -0.716  0.863
H  -6.270  -2.345  1.846
H  -6.524  -3.052  4.207
H  -8.354  -2.115  5.590
H  -9.924  -0.466  4.614
C  2.927  7.697  -0.130
C  3.289  9.006  0.173
C  2.352  9.882  0.712
C  1.052  9.446  0.957
C  0.691  8.136  0.657
C  1.626  7.262  0.110
H  3.657  7.015  -0.553
H  4.304  9.345  -0.012
H  2.633  10.905  0.941
H  0.322  10.127  1.381
H  -0.322  7.795  0.850
H  1.343  6.242  -0.129
C  -13.556  -1.923  6.397
C  -12.456  -1.959  5.545
C  -12.622  -1.730  4.183
C  -13.889  -1.457  3.673
C  -14.988  -1.418  4.526
C  -14.823  -1.655  5.887
H  -13.426  -2.105  7.459
H  -11.467  -2.165  5.944
H  -11.766  -1.764  3.518
H  -14.018  -1.274  2.611
H  -15.975  -1.203  4.128
H  -15.681  -1.631  6.551
C  7.249  -2.325  -3.509
C  8.268  -2.859  -4.292
C  9.156  -3.781  -3.747
C  9.019  -4.178  -2.420
C  7.998  -3.648  -1.637
C  7.116  -2.718  -2.180
H  6.558  -1.604  -3.933
H  8.370  -2.555  -5.329
H  9.954  -4.192  -4.357
H  9.709  -4.901  -1.996
H  7.890  -3.958  -0.602
H  6.323  -2.301  -1.568

Its HOMO-LUMO gap is 0.3155 Eh. The value obtained for the HOMO energy is -8.894 eV.